{"formula": "C25H37NO3PPbS", "method": "ωB97M-V/def2-TZVPD", "symbols": ["Pb", "C", "O", "C", "C", "O", "C", "C", "O", "C", "H", "H", "H", "H", "H", "H", "H", "H", "H", "H", "H", "H", "H", "H", "S", "C", "C", "C", "C", "C", "C", "N", "C", "C", "C", "C", "C", "C", "C", "H", "H", "H", "H", "H", "H", "H", "H", "C", "C", "P", "C", "C", "C", "C", "H", "H", "H", "H", "H", "H", "H", "H", "H", "H", "H", "H", "H", "H", "H"], "positions_angstrom": [[-0.253, -0.268, 0.373], [2.436, -2.098, -0.983], [2.160, -0.976, -0.112], [3.229, -0.029, -0.123], [2.839, 1.095, 0.798], [1.505, 1.579, 0.533], [1.346, 2.531, -0.526], [1.154, 1.840, -1.845], [0.114, 0.858, -1.683], [-0.052, 0.089, -2.908], [3.315, -2.631, -0.623], [2.615, -1.746, -2.001], [1.576, -2.758, -0.964], [3.417, 0.299, -1.147], [4.150, -0.483, 0.252], [3.561, 1.910, 0.737], [2.810, 0.738, 1.827], [2.191, 3.219, -0.566], [0.453, 3.105, -0.274], [2.058, 1.349, -2.203], [0.849, 2.571, -2.598], [-0.357, 0.761, -3.707], [-0.825, -0.652, -2.741], [0.890, -0.395, -3.166], [-4.033, -2.159, -1.611], [-4.191, -0.490, -2.065], [-5.190, 0.097, -2.842], [-5.095, 1.449, -3.088], [-4.028, 2.206, -2.578], [-3.042, 1.624, -1.810], [-3.132, 0.257, -1.547], [-2.249, -0.530, -0.793], [-2.612, -1.791, -0.760], [-1.803, -2.771, -0.017], [-2.223, -4.080, 0.216], [-1.432, -4.953, 0.952], [-0.216, -4.538, 1.479], [0.238, -3.234, 1.271], [-0.576, -2.408, 0.527], [-6.011, -0.487, -3.237], [-5.853, 1.934, -3.688], [-3.981, 3.264, -2.799], [-2.204, 2.202, -1.445], [-3.178, -4.415, -0.174], [-1.770, -5.967, 1.114], [0.395, -5.221, 2.054], [1.194, -2.918, 1.666], [-3.364, -0.398, 2.525], [-2.230, 0.321, 3.261], [-1.174, 1.344, 2.222], [0.194, 1.983, 3.223], [-0.205, 2.366, 4.657], [-2.147, 2.661, 1.461], [-2.516, 3.784, 2.446], [-3.979, -0.928, 3.250], [-2.984, -1.136, 1.816], [-4.015, 0.296, 1.994], [-1.588, -0.380, 3.801], [-2.625, 1.020, 4.006], [0.615, 2.832, 2.680], [0.965, 1.209, 3.249], [-0.988, 3.120, 4.690], [0.673, 2.783, 5.150], [-0.523, 1.501, 5.237], [-3.040, 2.189, 1.046], [-1.576, 3.064, 0.623], [-3.093, 3.417, 3.295], [-3.137, 4.507, 1.919], [-1.637, 4.310, 2.812]], "nbo_charge": [1.8929, -0.2591, -0.5932, -0.1013, -0.0940, -0.5829, -0.0966, -0.0995, -0.6077, -0.2537, 0.2240, 0.1958, 0.2093, 0.1935, 0.2351, 0.2371, 0.2136, 0.2433, 0.2033, 0.2045, 0.2387, 0.2320, 0.2127, 0.2047, 0.5955, -0.2173, -0.1680, -0.1644, -0.1814, -0.1915, 0.0669, -0.6360, 0.0794, -0.2014, -0.1317, -0.1513, -0.1470, -0.2546, -0.3063, 0.2597, 0.2594, 0.2472, 0.2030, 0.2499, 0.2658, 0.2618, 0.2480, -0.6071, -0.7653, 1.1054, -0.7369, -0.6183, -0.7495, -0.6164, 0.2715, 0.2008, 0.2265, 0.2706, 0.2863, 0.2671, 0.2516, 0.2320, 0.2681, 0.2292, 0.2718, 0.2465, 0.2312, 0.2681, 0.2287], "total_charge": 3, "lumo_ev": -10.610, "homo_energy_ha": -0.6263, "homo_lumo_gap_ha": 0.236}


{"formula": "C25H37NO4PS4SbTc", "method": "ωB97M-V/def2-TZVPD", "symbols": ["Tc", "S", "Sb", "S", "S", "S", "C", "C", "C", "C", "C", "C", "P", "C", "C", "C", "C", "C", "C", "C", "C", "C", "C", "C", "C", "H", "H", "H", "H", "H", "H", "H", "H", "H", "H", "H", "H", "H", "H", "H", "H", "H", "H", "H", "H", "H", "H", "H", "H", "H", "H", "H", "H", "H", "H", "H", "H", "H", "O", "C", "O", "C", "C", "C", "C", "C", "C", "N", "O", "O", "H", "H", "H", "H"], "positions_angstrom": [[1.283, 1.098, 1.193], [4.929, 3.457, -1.406], [3.906, 3.976, 0.556], [0.569, 1.780, 3.064], [1.540, 3.084, 0.152], [3.899, 4.826, 2.675], [-4.672, 2.596, 1.663], [-3.665, 3.389, 0.851], [-2.641, 2.485, 0.135], [-2.444, 1.160, 0.879], [-2.554, 1.404, 2.385], [-3.998, 1.769, 2.748], [-0.886, 0.287, 0.341], [-0.967, -1.506, 0.864], [-0.404, -1.733, 2.280], [-0.709, -3.159, 2.734], [-2.204, -3.392, 2.908], [-3.024, -2.411, 2.085], [-2.358, -2.157, 0.734], [-0.740, 0.213, -1.520], [-0.402, 1.527, -2.234], [0.106, 1.210, -3.644], [-0.716, 0.104, -4.304], [-2.081, -0.027, -3.658], [-1.982, -0.426, -2.173], [-5.246, 1.948, 0.990], [-5.411, 3.266, 2.106], [-3.139, 4.072, 1.525], [-4.183, 4.005, 0.116], [-1.686, 3.013, 0.069], [-3.001, 2.292, -0.876], [-3.238, 0.457, 0.604], [-1.894, 2.235, 2.649], [-2.243, 0.541, 2.970], [-3.985, 2.332, 3.686], [-4.590, 0.874, 2.955], [-0.280, -2.000, 0.164], [-0.845, -1.039, 2.999], [0.681, -1.575, 2.281], [-0.191, -3.373, 3.671], [-0.296, -3.858, 2.000], [-2.493, -3.313, 3.961], [-2.448, -4.423, 2.634], [-3.144, -1.472, 2.629], [-4.026, -2.808, 1.929], [-3.027, -1.577, 0.100], [-2.228, -3.128, 0.251], [0.113, -0.464, -1.673], [0.356, 2.099, -1.694], [-1.288, 2.157, -2.304], [1.158, 0.919, -3.619], [0.064, 2.123, -4.244], [-0.194, -0.857, -4.248], [-0.829, 0.305, -5.373], [-2.682, -0.766, -4.186], [-2.599, 0.931, -3.742], [-1.916, -1.512, -2.103], [-2.900, -0.107, -1.679], [1.945, -2.138, -0.249], [2.739, -1.231, -0.157], [2.323, -0.090, 0.374], [4.163, -1.266, -0.566], [4.787, -0.138, -1.099], [6.131, -0.180, -1.417], [6.826, -1.361, -1.202], [6.219, -2.496, -0.689], [4.873, -2.450, -0.375], [8.275, -1.405, -1.539], [8.777, -0.334, -1.723], [8.764, -2.492, -1.576], [4.213, 0.760, -1.291], [6.639, 0.677, -1.835], [6.797, -3.396, -0.551], [4.374, -3.310, 0.039]], "mulliken_charge": [0.0198, -0.1234, 0.9628, 0.1494, -0.1412, -0.1000, -0.6983, -0.9017, -0.6548, 1.5897, -0.9668, -1.0362, 0.0672, 1.0209, -0.4333, -1.0129, -0.8624, -0.5726, -0.9742, 0.9666, 0.0879, -0.7763, -0.7072, -0.8407, -0.8155, 0.3166, 0.4731, 0.3462, 0.4621, 0.0163, 0.2263, 0.8319, 0.3077, 0.0219, 0.5000, 0.2362, 0.7224, 0.2525, 0.1100, 0.4424, 0.3608, 0.3695, 0.3234, -0.1288, 0.5613, 0.3898, 0.5589, 0.4968, -0.9205, 0.2892, 0.2331, 0.4720, 0.3167, 0.4584, 0.5143, 0.3278, 0.3806, 0.1865, -0.4668, 0.5707, -0.6467, -0.0595, 0.1699, -0.5190, -0.0188, -0.7236, -0.4348, 0.9854, -0.5626, -0.5352, 0.0697, 0.4114, 0.5228, 0.5347], "total_charge": 3, "lumo_ev": [-14.518, -14.514], "homo_energy_ha": [-0.6415, -0.6414], "de_lowest_kcal_mol": 86.4, "homo_lumo_gap_ha": [0.108, 0.108]}


{"formula": "C25H38Cl2InN2O3P", "method": "ωB97M-V/def2-TZVPD", "symbols": ["O", "C", "C", "C", "H", "C", "H", "C", "H", "C", "H", "C", "H", "H", "C", "C", "H", "H", "H", "C", "C", "H", "H", "H", "H", "In", "Cl", "Cl", "C", "O", "N", "C", "C", "H", "H", "H", "H", "H", "H", "H", "H", "H", "C", "C", "N", "H", "C", "O", "H", "H", "H", "H", "C", "P", "C", "C", "C", "C", "C", "C", "C", "H", "H", "H", "H", "H", "H", "H", "H", "H", "H", "H"], "positions_angstrom": [[3.408, 1.064, -4.126], [3.222, 1.288, -5.308], [3.296, 2.643, -5.939], [3.580, 3.767, -5.142], [3.752, 3.639, -4.070], [3.640, 5.035, -5.727], [3.858, 5.908, -5.108], [3.420, 5.187, -7.106], [3.462, 6.178, -7.562], [3.146, 4.061, -7.901], [2.978, 4.176, -8.975], [3.089, 2.795, -7.318], [2.884, 1.905, -7.918], [2.997, 0.463, -6.025], [-2.182, 0.758, -2.127], [-2.002, -0.049, -0.900], [-3.241, 0.845, -2.430], [-1.602, 0.300, -2.953], [-1.777, 1.777, -1.966], [-2.848, -0.842, -0.268], [-4.318, -1.047, -0.609], [-2.527, -1.448, 0.594], [-4.640, -0.425, -1.465], [-4.953, -0.810, 0.263], [-4.494, -2.108, -0.854], [0.146, 0.273, -0.236], [-0.145, 2.635, 0.139], [1.395, 0.136, -2.256], [-1.708, 0.480, 2.379], [-0.772, -0.252, 1.946], [-2.358, 0.234, 3.516], [-2.003, -0.876, 4.391], [-3.484, 1.067, 3.912], [-2.050, 1.351, 1.800], [-1.191, -1.454, 3.949], [-2.878, -1.516, 4.550], [-1.700, -0.502, 5.377], [-3.650, 1.837, 3.150], [-3.291, 1.552, 4.878], [-4.389, 0.457, 4.018], [0.477, -5.546, 0.778], [2.886, -5.329, -0.226], [0.137, -4.911, -0.047], [2.439, -4.699, -1.005], [1.227, -4.058, -0.511], [-0.702, -4.294, 0.276], [1.132, -2.732, -0.534], [0.160, -2.094, -0.039], [3.154, -3.922, -1.300], [1.975, -2.194, -0.993], [-0.185, -5.586, -0.849], [2.223, -5.334, -1.873], [4.264, 0.747, 1.299], [2.504, 0.193, 1.358], [2.753, -1.509, 1.998], [1.948, 1.123, 2.835], [2.027, 2.525, 2.789], [1.596, 3.279, 3.878], [1.068, 2.650, 5.010], [0.953, 1.258, 5.034], [1.386, 0.495, 3.950], [4.799, 0.188, 0.516], [4.748, 0.563, 2.274], [4.323, 1.820, 1.071], [3.392, -1.521, 2.888], [1.789, -1.965, 2.253], [3.257, -2.084, 1.207], [2.399, 3.022, 1.890], [1.667, 4.366, 3.842], [0.740, 3.241, 5.868], [0.517, 0.762, 5.903], [1.275, -0.590, 3.976]], "mulliken_charge": [-0.5088, -0.0986, 0.6484, -0.3719, 0.3944, -0.3864, 0.3549, -0.3744, 0.3544, -0.4737, 0.3499, -0.4970, 0.2985, 0.2870, -1.5500, 0.2806, 0.4294, 0.2182, 0.2367, 0.2085, -1.3977, 0.3498, 0.3467, 0.2563, 0.2675, 1.0309, -0.5329, -0.5048, -0.3258, -0.2927, 0.4342, -0.8905, -0.9521, 0.3004, 0.1438, 0.3676, 0.2769, 0.3009, 0.3196, 0.3173, 0.3135, 0.3123, -0.8813, -0.9483, 0.2768, 0.1992, -0.0155, -0.4438, 0.2894, 0.3063, 0.3202, 0.3509, -1.1941, 1.0618, -1.4016, 0.5723, -0.7451, -0.6988, -0.5620, -0.5236, -0.1566, 0.4021, 0.3840, 0.3865, 0.5233, 0.2789, 0.4104, 0.2482, 0.3731, 0.3769, 0.4147, 0.1544], "lumo_ev": 0.410, "homo_energy_ha": -0.2588, "de_lowest_kcal_mol": 0.0, "homo_lumo_gap_ha": 0.274}


Question: What is the formula in the third record?
Answer: C25H38Cl2InN2O3P